{
  "formula": "C8H20IN4",
  "method": "ωB97M-V with the def2-TZVPD basis set",
  "total_energy_ev": -22669.870,
  "e_above_lowest_kcal_mol": 18.3,
  "gap_ev": 7.694,
  "charge": 1,
  "elements": ["C", "C", "C", "C", "C", "C", "C", "C", "N", "N", "N", "N", "I", "H", "H", "H", "H", "H", "H", "H", "H", "H", "H", "H", "H", "H", "H", "H", "H", "H", "H", "H", "H"],
  "positions_angstrom": [[-0.1978, -0.1225, 1.6541], [0.8002, 0.7666, -0.3280], [-0.9728, 1.2328, 1.7378], [-0.4736, 1.5405, -0.4817], [3.3642, -0.4802, 0.3043], [1.6002, -2.2429, -0.0007], [-2.4038, 2.5984, 0.2304], [2.0214, -0.9505, 0.8289], [1.0532, 0.0436, 0.9442], [-2.1759, -1.7695, -1.7660], [-1.7074, -0.3525, -1.6632], [-1.3171, 1.7415, 0.4827], [-0.9817, 0.2726, -3.4810], [-0.1212, -0.5879, 2.5625], [-0.8638, -0.7994, 1.1072], [0.9359, 0.0931, -1.1920], [1.6446, 1.6381, -0.5056], [-1.9012, 1.2152, 2.2920], [-0.4650, 1.9727, 2.3371], [-0.6566, 2.0476, -1.3705], [3.4794, -0.0310, -0.6513], [4.0113, 0.1210, 0.8705], [3.8361, -1.4510, 0.2788], [2.3391, -2.9843, -0.2789], [1.1944, -1.7119, -0.8517], [0.8656, -2.7382, 0.5156], [-3.2484, 2.3400, 0.8045], [-2.0660, 3.7246, 0.2009], [-2.6415, 2.5353, -0.8423], [2.2067, -1.3322, 1.8479], [-2.8595, -1.7966, -2.5023], [-1.5600, -2.5743, -2.2111], [-2.7389, -1.9585, -0.8731]]
}


{
  "formula": "C8H20N2O2",
  "method": "ωB97M-V with the def2-TZVPD basis set",
  "total_energy_ev": -15693.087,
  "e_above_lowest_kcal_mol": 36.8,
  "gap_ev": 9.223,
  "smiles": "CC(C)/C=N/N.CCOCCO",
  "elements": ["C", "C", "C", "C", "N", "N", "H", "H", "H", "H", "H", "H", "H", "H", "H", "H", "C", "C", "O", "C", "C", "O", "H", "H", "H", "H", "H", "H", "H", "H", "H", "H"],
  "positions_angstrom": [[0.7840, -2.8374, 0.2742], [-0.3239, -2.9202, -0.8117], [0.3186, -3.7199, -1.9653], [-1.7058, -3.3001, -0.4676], [-2.6719, -2.3989, -0.4488], [-3.9377, -2.8722, -0.5534], [0.7463, -3.6095, 1.0475], [1.7441, -2.9783, -0.2313], [0.8572, -1.8215, 0.6975], [-0.3689, -1.8755, -1.1546], [0.5564, -4.7489, -1.6753], [-0.2350, -3.6887, -2.9034], [1.2742, -3.2259, -2.1622], [-1.9134, -4.2466, 0.0646], [-4.1388, -3.8681, -0.4021], [-4.6336, -2.2343, -0.1775], [2.9869, 4.2454, 0.0222], [1.4542, 4.2233, 0.0408], [1.0090, 3.0060, 0.6133], [-0.3923, 2.8717, 0.6841], [-0.7005, 1.5748, 1.4014], [-0.0309, 1.5067, 2.6595], [3.3916, 5.2135, -0.3295], [3.4114, 4.1105, 1.0205], [3.3795, 3.4604, -0.6224], [1.0493, 4.3291, -0.9830], [1.0468, 5.0987, 0.6033], [-0.8324, 2.8615, -0.3246], [-0.8067, 3.7055, 1.2571], [-0.3521, 0.7373, 0.7589], [-1.7799, 1.4601, 1.5713], [0.8142, 1.9414, 2.4964]]
}


{
  "formula": "C8H20N3",
  "method": "ωB97M-V with the def2-TZVPD basis set",
  "total_energy_ev": -13081.505,
  "e_above_lowest_kcal_mol": 88.1,
  "gap_ev": 7.538,
  "smiles": "CCCCCCCNC(N)=[NH2+]",
  "charge": 1,
  "elements": ["C", "C", "C", "C", "C", "C", "C", "N", "C", "N", "N", "H", "H", "H", "H", "H", "H", "H", "H", "H", "H", "H", "H", "H", "H", "H", "H", "H", "H", "H", "H"],
  "positions_angstrom": [[-1.6401, -0.4145, 2.8950], [-0.4386, -1.3548, 2.3571], [-0.9879, -2.2637, 1.1655], [-0.3114, -2.0089, -0.2529], [1.2654, -1.7828, -0.2218], [1.6736, -0.2417, -0.3597], [1.3367, 0.3923, -1.7783], [-0.0516, 0.9815, -1.8884], [-0.0896, 2.3575, -1.5707], [-0.2274, 3.2872, -2.6888], [-0.0283, 2.8797, -0.3189], [-2.5022, -1.1168, 3.1324], [-1.3629, 0.0992, 3.8693], [-1.9794, 0.3118, 2.0984], [0.3925, -0.6469, 2.0747], [-0.1703, -2.0453, 3.2227], [-2.0945, -1.9965, 1.0456], [-0.9914, -3.3583, 1.4830], [-0.4844, -2.9590, -0.8672], [-0.8834, -1.1973, -0.8162], [1.7291, -2.3384, -1.1038], [1.7033, -2.2443, 0.7250], [1.2111, 0.4259, 0.4273], [2.8019, -0.1765, -0.2082], [1.5000, -0.3881, -2.5955], [2.1238, 1.1957, -1.9858], [-0.3286, 0.8743, -2.8720], [0.0576, 4.2338, -2.3897], [-1.2375, 3.2961, -2.9297], [-0.8439, 2.9471, 0.3028], [0.8586, 3.2519, 0.0490]]
}


{
  "formula": "C8H21B2BrCaCl3FMgN2NaO17S2",
  "method": "ωB97M-V with the def2-TZVPD basis set",
  "total_energy_ev": -208053.694,
  "gap_ev": 1.206,
  "charge": 1,
  "elements": ["C", "C", "B", "O", "C", "Cl", "O", "S", "O", "O", "O", "C", "B", "O", "O", "H", "H", "H", "H", "H", "H", "H", "H", "H", "Ca", "F", "C", "C", "O", "S", "O", "O", "O", "H", "H", "H", "H", "Cl", "Na", "C", "O", "N", "N", "H", "H", "H", "H", "O", "Cl", "O", "O", "O", "Mg", "C", "O", "H", "H", "H", "H", "Br"],
  "positions_angstrom": [[-2.8441, -1.6878, 3.4518], [-2.0853, -1.4144, 2.0996], [-2.3513, -0.0155, 1.3723], [-3.4520, 0.0344, 0.5531], [-1.4374, 1.3627, 1.5528], [-2.2152, 2.5809, 0.5357], [-0.2400, 0.8756, 1.0822], [0.8233, 0.5055, 2.3746], [1.0001, -0.8826, 2.1095], [1.8770, 1.4191, 2.1395], [-0.2050, 0.9766, 3.4957], [-1.1235, 1.9669, 2.9669], [-0.4103, 3.4802, 2.9858], [-1.1990, 4.5013, 2.4912], [0.7969, 3.5893, 3.4598], [-2.8736, -2.7551, 3.6265], [-2.2919, -1.2056, 4.2870], [-3.9076, -1.3218, 3.4450], [-2.3821, -2.1817, 1.3847], [-1.0153, -1.5167, 2.2918], [-3.2877, -0.2926, -0.3417], [-1.9480, 2.1455, 3.6964], [-0.9623, 4.7816, 1.5991], [1.4511, 3.8920, 2.6125], [-3.3358, 0.6970, 3.4323], [1.6201, -0.4705, 4.3032], [0.4743, 2.3670, -3.4283], [1.2242, 3.6902, -3.3660], [0.2619, 4.6922, -3.6167], [-1.1543, 4.2137, -3.0048], [-1.2127, 4.7446, -1.6985], [-2.1688, 4.3761, -3.9706], [-0.7772, 2.6682, -2.8183], [0.3198, 2.0377, -4.4578], [0.9642, 1.5664, -2.8853], [2.0340, 3.7414, -4.0935], [1.6159, 3.8921, -2.3587], [2.0491, 5.1270, 1.4888], [2.6325, 3.2121, -1.2010], [-1.3857, -4.7680, -0.1136], [-1.9464, -3.9480, 0.6009], [-0.3294, -4.4501, -0.8759], [-1.8608, -6.0818, -0.1820], [0.1500, -5.0960, -1.4750], [0.0004, -3.5037, -0.8242], [-2.6855, -6.2743, 0.3653], [-1.4868, -6.8089, -0.7704], [1.9186, -1.3498, -4.5246], [2.6632, -0.3125, -5.1314], [2.4944, 0.9563, -4.4032], [2.1002, -0.0285, -6.4822], [4.0382, -0.6106, -5.2549], [1.9124, 2.0856, -6.7653], [3.6742, -3.1241, 1.2687], [2.2968, -3.4416, 1.0949], [4.2377, -4.0502, 1.1829], [4.0217, -2.4281, 0.4987], [3.8486, -2.6876, 2.2541], [1.8088, -2.6172, 1.1742], [0.2651, -6.8540, 0.7662]]
}


{
  "formula": "C8H21I2LuOP2",
  "method": "ωB97M-V with the def2-TZVPD basis set",
  "total_energy_ev": -79067.454,
  "e_above_lowest_kcal_mol": 0.0,
  "gap_ev": [5.379, 6.841],
  "charge": 2,
  "elements": ["C", "I", "H", "H", "H", "Lu", "P", "C", "C", "H", "H", "H", "H", "H", "H", "C", "H", "H", "H", "P", "C", "C", "H", "H", "H", "C", "H", "H", "H", "H", "H", "H", "C", "O", "I"],
  "positions_angstrom": [[0.3488, 0.0029, -3.4015], [-2.4629, -0.7960, -3.5494], [1.2474, 0.0404, -2.6770], [0.3055, 0.9557, -3.9626], [0.6457, -0.7371, -4.1862], [-0.7010, -0.0993, -1.4824], [0.2650, 2.5871, -0.6685], [-1.3865, 3.3549, -0.7483], [0.8884, 3.3150, 0.8808], [0.8111, 4.4114, 0.7787], [1.0011, 4.6189, -1.7064], [1.9269, 2.9990, 1.0360], [2.3117, 3.3566, -1.6813], [-1.9796, 3.0695, 0.1269], [0.3032, 2.9706, 1.7393], [1.2440, 3.5547, -1.8773], [-1.1915, 4.4383, -0.7634], [0.9945, 3.2450, -2.9026], [-1.9324, 3.0435, -1.6497], [0.2727, -2.4529, -0.3079], [-1.3559, -3.3259, -0.2430], [1.2231, -3.6287, -1.3544], [1.9372, -2.6687, 1.4566], [0.8720, -4.1284, 1.4053], [0.3489, -2.5801, 2.1578], [0.9069, -3.0245, 1.3264], [2.2919, -3.3936, -1.2379], [1.0251, -4.6735, -1.0634], [-1.1563, -4.4017, -0.0945], [-1.9229, -3.1599, -1.1660], [0.9729, -3.4610, -2.4074], [-1.9758, -2.9359, 0.5721], [-2.8550, -0.1611, -0.0313], [-3.7564, -0.3127, 0.6768], [-0.2168, 0.1835, 1.6191]]
}


{
  "formula": "C8H21KNO8P",
  "method": "ωB97M-V with the def2-TZVPD basis set",
  "total_energy_ev": -52110.147,
  "e_above_lowest_kcal_mol": 123.0,
  "gap_ev": 2.533,
  "charge": -2,
  "elements": ["K", "P", "O", "O", "O", "O", "C", "C", "O", "O", "H", "H", "H", "H", "H", "H", "C", "O", "C", "C", "N", "C", "C", "O", "C", "H", "H", "H", "H", "H", "H", "H", "H", "H", "H", "H", "H", "H", "H", "H"],
  "positions_angstrom": [[0.6029, -0.2804, 0.5905], [2.4142, -0.9400, 2.3167], [2.2177, -2.0640, 3.3585], [1.2158, 0.0420, 2.4308], [2.4477, -1.4046, 0.8070], [3.7391, -0.2123, 2.6116], [1.8377, -2.7923, -1.0976], [1.2654, -3.3530, 0.1565], [0.7535, -2.4366, 1.0311], [3.1492, -2.2679, -0.7647], [1.2000, -1.9880, -1.4647], [1.9341, -3.5207, -1.9027], [1.8877, -4.1221, 0.6140], [0.3390, -3.9195, 0.0625], [1.4622, -1.9373, 1.4434], [3.0479, -1.5040, -0.1921], [2.0158, -0.0794, -2.6304], [0.9561, 0.0235, -1.6425], [-0.0191, 1.0436, -1.9884], [-1.1317, 1.2028, -0.8974], [-0.5272, 1.4642, 0.3784], [-1.4459, 1.9725, 1.4808], [-2.8527, 1.3686, 1.7403], [-3.7735, 1.2118, 0.7201], [-4.3399, 2.3346, 0.0767], [1.4746, -0.2571, -3.5597], [2.6184, -0.9587, -2.4029], [2.5734, 0.8569, -2.6556], [-0.3251, 0.8771, -3.0212], [0.5476, 1.9682, -2.0986], [-1.7284, 0.2961, -0.7967], [-1.8960, 1.9210, -1.1942], [0.3104, 2.0282, 0.3998], [-1.6901, 2.9914, 1.1801], [-0.8817, 2.3192, 2.3466], [-3.3109, 1.8697, 2.5930], [-2.5017, 0.3920, 2.0735], [-3.6834, 3.0376, -0.4361], [-4.7846, 2.9209, 0.8808], [-5.1181, 1.8956, -0.5475]]
}


Number 4 is which compound?
C8H21B2BrCaCl3FMgN2NaO17S2


Please write out number 2 again, unchanged.
{
  "formula": "C8H20N2O2",
  "method": "ωB97M-V with the def2-TZVPD basis set",
  "total_energy_ev": -15693.087,
  "e_above_lowest_kcal_mol": 36.8,
  "gap_ev": 9.223,
  "smiles": "CC(C)/C=N/N.CCOCCO",
  "elements": ["C", "C", "C", "C", "N", "N", "H", "H", "H", "H", "H", "H", "H", "H", "H", "H", "C", "C", "O", "C", "C", "O", "H", "H", "H", "H", "H", "H", "H", "H", "H", "H"],
  "positions_angstrom": [[0.7840, -2.8374, 0.2742], [-0.3239, -2.9202, -0.8117], [0.3186, -3.7199, -1.9653], [-1.7058, -3.3001, -0.4676], [-2.6719, -2.3989, -0.4488], [-3.9377, -2.8722, -0.5534], [0.7463, -3.6095, 1.0475], [1.7441, -2.9783, -0.2313], [0.8572, -1.8215, 0.6975], [-0.3689, -1.8755, -1.1546], [0.5564, -4.7489, -1.6753], [-0.2350, -3.6887, -2.9034], [1.2742, -3.2259, -2.1622], [-1.9134, -4.2466, 0.0646], [-4.1388, -3.8681, -0.4021], [-4.6336, -2.2343, -0.1775], [2.9869, 4.2454, 0.0222], [1.4542, 4.2233, 0.0408], [1.0090, 3.0060, 0.6133], [-0.3923, 2.8717, 0.6841], [-0.7005, 1.5748, 1.4014], [-0.0309, 1.5067, 2.6595], [3.3916, 5.2135, -0.3295], [3.4114, 4.1105, 1.0205], [3.3795, 3.4604, -0.6224], [1.0493, 4.3291, -0.9830], [1.0468, 5.0987, 0.6033], [-0.8324, 2.8615, -0.3246], [-0.8067, 3.7055, 1.2571], [-0.3521, 0.7373, 0.7589], [-1.7799, 1.4601, 1.5713], [0.8142, 1.9414, 2.4964]]
}